No. 1
Density functional theory data (ωB97M-V/def2-TZVPD) for a structure of composition C48H51F6N3.

Geometry (Å):
C1 5.9453 0.1333 0.2952
C2 5.8884 0.8727 -1.0819
C3 4.4326 1.2316 -1.5381
C4 4.0451 2.5082 -0.9214
N1 3.8237 3.5328 -0.4255
H1 5.4300 0.7454 1.0354
H2 6.9555 -0.0212 0.6742
H3 5.3509 -0.7800 0.3239
H4 6.2395 0.2176 -1.8791
H5 6.5354 1.7486 -1.1280
H6 3.7510 0.4369 -1.2349
H7 4.3878 1.3203 -2.6236
C5 0.0993 0.7568 2.5088
C6 0.0451 1.6328 3.7443
C7 1.3957 2.0797 4.1826
C8 2.3803 1.0033 4.5188
N2 3.1310 0.1822 4.8449
H8 0.3751 1.2486 1.5760
H9 -0.8457 0.2668 2.2744
H10 0.6633 -0.1570 2.6961
H11 -0.3855 1.0700 4.5725
H12 -0.6012 2.5009 3.6142
H13 1.3736 2.7969 5.0030
H14 1.8224 2.6616 3.3656
C9 -1.5733 -1.7228 0.6304
C10 -0.6258 -2.7917 1.2003
C11 -0.6822 -2.7352 2.6823
C12 -2.0066 -2.9468 3.2537
N3 -3.0490 -3.0957 3.6956
H15 -2.6032 -1.9531 0.9031
H16 -1.5182 -1.7006 -0.4580
H17 -1.3511 -0.6939 0.9134
H18 0.3816 -2.7086 0.7924
H19 -1.0701 -3.7237 0.8508
H20 -0.2737 -1.7709 2.9848
H21 -0.0524 -3.5528 3.0331
F1 2.6704 0.6355 -1.2042
C13 1.3200 0.4859 -1.2602
C14 0.5882 0.6662 -0.0898
C15 -0.7705 0.5345 -0.1466
C16 -1.4203 0.4028 -1.3461
C17 -0.6974 0.2018 -2.5086
C18 0.6858 0.2726 -2.4536
H22 1.1746 0.8749 0.7928
H23 -1.4340 0.7057 0.6881
H24 -2.4988 0.3950 -1.4027
H25 -1.2123 0.0911 -3.4515
H26 1.2720 0.2604 -3.3606
F2 -4.7372 -1.5011 0.9173
C19 -4.0574 -0.3513 1.1450
C20 -3.3893 -0.2682 2.3432
C21 -2.6906 0.8685 2.6428
C22 -2.6389 1.8865 1.6517
C23 -3.3987 1.8711 0.4926
C24 -4.1580 0.7203 0.2207
H27 -3.3779 -1.0725 3.0639
H28 -2.1688 0.9309 3.5863
H29 -2.0094 2.7420 1.8472
H30 -3.5431 2.7366 -0.1370
H31 -4.7716 0.5599 -0.6535
F3 2.8918 1.3288 1.5488
C25 3.2122 0.0395 1.8383
C26 4.1712 -0.3098 2.7640
C27 4.4469 -1.6313 3.1435
C28 3.7064 -2.6211 2.4506
C29 2.6701 -2.2710 1.5500
C30 2.3973 -0.9244 1.2736
H32 4.7309 0.4866 3.2319
H33 5.1630 -1.8773 3.9135
H34 3.9178 -3.6434 2.7272
H35 2.1155 -3.0595 1.0630
H36 1.6089 -0.6880 0.5743
F4 5.4108 -3.6786 -3.8988
C31 4.2592 -3.2670 -3.2174
C32 4.3781 -2.0853 -2.4569
C33 3.2673 -1.5390 -1.7443
C34 2.0747 -2.2385 -1.8530
C35 1.9407 -3.4264 -2.6000
C36 3.0127 -3.8834 -3.3587
H37 5.3801 -1.7100 -2.3098
H38 3.2798 -0.6871 -1.0805
H39 1.2402 -1.8229 -1.3077
H40 1.0099 -3.9685 -2.5210
H41 2.9206 -4.8110 -3.9041
F5 -2.5214 -1.0910 -1.9039
C37 -3.8639 -0.9872 -1.9085
C38 -4.5389 -0.0997 -2.7761
C39 -5.9377 -0.0296 -2.7439
C40 -6.6655 -0.9283 -2.0417
C41 -6.0615 -1.8043 -1.1506
C42 -4.6627 -1.7918 -1.0798
H42 -3.9328 0.4948 -3.4436
H43 -6.4070 0.7640 -3.3065
H44 -7.7449 -0.9280 -2.0783
H45 -6.6698 -2.3557 -0.4490
H46 -4.1420 -2.4537 -0.4037
F6 -3.3152 1.2593 -1.8482
C43 -2.9672 2.5239 -2.2445
C44 -3.7753 3.3089 -3.0667
C45 -3.4979 4.6588 -3.2427
C46 -2.4302 5.2180 -2.6031
C47 -1.5824 4.4370 -1.8099
C48 -1.8453 3.0872 -1.6124
H47 -4.6231 2.9059 -3.6007
H48 -4.1488 5.2721 -3.8482
H49 -2.3532 6.2940 -2.6546
H50 -0.8189 4.9129 -1.2125
H51 -1.2521 2.3785 -1.0537

The calculation puts the frontier orbital gap at 0.33185 Ha. The charge is 0. The calculation puts the HOMO energy at -8.584 eV. The energy comes out at -2622.32293 hartree.

No. 2
Density functional theory data (ωB97M-V/def2-TZVPD) for a structure of composition C48H51GeN6O3PdS3.

Geometry (Å):
Pd1 -0.0387 0.2889 0.0328
N1 -1.5807 -0.6507 0.4758
S1 -2.5774 -1.6934 0.0620
N2 -2.0144 -2.8462 -0.9135
S2 -2.2193 -2.9049 -2.4841
N3 -1.6368 -1.7467 -3.3694
S3 -0.1807 -1.0750 -3.0501
N4 -0.1893 -0.0370 -1.9946
C1 0.8916 -2.5018 -2.7630
C2 1.1847 -2.8153 -1.4470
C3 1.8815 -3.9792 -1.1728
C4 2.2659 -4.8182 -2.2095
C5 1.9846 -4.4793 -3.5240
C6 1.2993 -3.3104 -3.8104
C7 0.2124 -0.3485 -4.6461
C8 0.8917 0.8594 -4.6518
C9 1.2570 1.4161 -5.8645
C10 0.9547 0.7615 -7.0493
C11 0.2431 -0.4287 -7.0298
C12 -0.1363 -0.9900 -5.8231
C13 -3.9203 -2.9323 -2.8860
C14 -4.7014 -3.9352 -2.2993
C15 -6.0485 -3.9973 -2.5778
C16 -6.6174 -3.0947 -3.4732
C17 -5.8205 -2.1422 -4.1016
C18 -4.4750 -2.0556 -3.8218
C19 -1.5303 -4.4524 -2.9286
C20 -1.2306 -5.4333 -1.9812
C21 -0.7773 -6.6622 -2.4124
C22 -0.6227 -6.9261 -3.7699
C23 -0.9270 -5.9441 -4.7091
C24 -1.3856 -4.7144 -4.2951
C25 -3.1561 -2.5661 1.4920
C26 -2.7506 -2.1410 2.7549
C27 -3.3111 -2.7312 3.8688
C28 -4.2418 -3.7542 3.7341
C29 -4.5793 -4.2223 2.4717
C30 -4.0488 -3.6239 1.3468
C31 -3.9426 -0.8724 -0.7657
C32 -5.2749 -1.2422 -0.6103
C33 -6.2508 -0.4790 -1.2221
C34 -5.9131 0.6549 -1.9472
C35 -4.5823 1.0355 -2.0618
C36 -3.5927 0.2783 -1.4686
H1 0.8776 -2.1508 -0.6374
H2 2.1096 -4.2273 -0.1477
H3 2.7863 -5.7393 -1.9938
H4 2.2774 -5.1319 -4.3313
H5 1.0877 -3.0319 -4.8300
H6 1.0888 1.3573 -3.7142
H7 1.7769 2.3602 -5.8833
H8 1.2513 1.1942 -7.9919
H9 -0.0209 -0.9198 -7.9528
H10 -0.7232 -1.8939 -5.7846
H11 -4.2194 -4.6508 -1.6481
H12 -6.6582 -4.7562 -2.1088
H13 -7.6714 -3.1429 -3.6895
H14 -6.2579 -1.4615 -4.8144
H15 -3.8378 -1.3222 -4.2861
H16 -1.3460 -5.2011 -0.9353
H17 -0.5435 -7.4297 -1.6900
H18 -0.2772 -7.8951 -4.0940
H19 -0.8152 -6.1567 -5.7619
H20 -1.6541 -3.9436 -5.0001
H21 -2.0001 -1.3681 2.8332
H22 -3.0361 -2.3858 4.8516
H23 -4.6828 -4.2055 4.6074
H24 -5.2639 -5.0483 2.3624
H25 -4.2958 -3.9764 0.3592
H26 -5.5488 -2.1055 -0.0271
H27 -7.2836 -0.7695 -1.1223
H28 -6.6827 1.2442 -2.4187
H29 -4.3111 1.9287 -2.6029
H30 -2.5480 0.5625 -1.5414
C37 4.1449 -0.0105 -2.7624
C38 4.9217 -0.0901 -1.4521
C39 4.2656 0.7321 -0.3210
C40 5.1172 0.6353 0.9610
C41 4.4162 1.2858 2.1467
C42 4.2430 2.1765 -0.7957
O1 5.2375 2.8334 -0.9583
N5 3.0008 2.7068 -1.0890
C43 1.7887 2.1103 -0.8208
O2 0.7227 2.6552 -1.0703
N6 1.8077 0.8983 -0.2568
C44 2.8977 0.1440 -0.0191
O3 2.7336 -0.9791 0.4322
H31 4.5643 -0.7011 -3.4892
H32 4.1889 0.9897 -3.1872
H33 3.0988 -0.2764 -2.6132
H34 5.9329 0.2900 -1.6053
H35 4.9806 -1.1287 -1.1257
H36 6.0709 1.1296 0.7748
H37 5.2980 -0.4183 1.1746
H38 4.2524 2.3456 1.9644
H39 5.0174 1.1835 3.0456
H40 3.4522 0.8145 2.3284
H41 2.9691 3.6578 -1.4406
C45 -1.4777 3.2601 0.8094
Ge1 -1.3134 1.9813 2.3216
C46 -1.0344 2.9426 4.0647
C47 -3.1643 1.2083 2.4468
C48 0.1813 0.8118 1.9461
H42 -2.3323 3.9145 0.9630
H43 -1.6212 2.6924 -0.1143
H44 -0.5955 3.8808 0.6816
H45 -1.8476 3.6530 4.1746
H46 -0.0920 3.4788 4.0889
H47 -1.0727 2.2524 4.9006
H48 -3.8558 2.0461 2.4205
H49 -3.3318 0.6577 3.3652
H50 -3.3648 0.5624 1.5988
H51 0.8298 0.3568 2.6834

The calculation puts the frontier orbital gap at 0.24022 Ha. The charge is +1. The calculation puts the HOMO energy at -10.196 eV. The energy comes out at -5812.80614 hartree.